Entry 1:
{"formula": "C29H29CaClNO3", "method": "wB97M-V/def2-TZVPD", "elements": ["Ca", "Cl", "O", "O", "O", "N", "C", "C", "C", "C", "C", "C", "C", "C", "C", "C", "C", "C", "C", "C", "C", "C", "C", "C", "C", "C", "C", "C", "C", "C", "C", "C", "C", "C", "C", "H", "H", "H", "H", "H", "H", "H", "H", "H", "H", "H", "H", "H", "H", "H", "H", "H", "H", "H", "H", "H", "H", "H", "H", "H", "H", "H", "H", "H"], "coordinates": [[-0.22, 0.37, 0.35], [-0.24, 2.26, 9.02], [0.92, -1.09, 3.25], [-3.10, 0.11, -4.76], [-0.28, 0.71, 2.55], [-1.57, 1.74, -4.61], [-1.68, 0.11, -2.77], [3.34, 2.01, -4.57], [2.10, 2.55, -4.21], [-1.34, -2.28, -3.48], [2.21, 0.21, -5.75], [2.15, 1.53, 0.53], [-0.38, -2.31, -0.66], [-0.40, 2.37, 6.32], [1.86, 1.63, -0.86], [0.97, 0.74, -5.36], [-0.34, -2.35, 0.76], [-1.58, -1.67, -1.05], [-0.26, 1.82, 5.05], [2.43, 0.16, 0.82], [0.92, 1.89, -4.57], [-3.56, -1.61, -2.52], [-0.41, 2.46, -4.10], [-2.18, 0.63, -4.12], [1.99, 0.33, -1.43], [-2.31, -1.35, 0.14], [0.52, -0.26, 5.98], [0.39, 0.27, 7.28], [2.36, -0.57, -0.40], [0.19, 0.51, 4.85], [-0.07, 1.59, 7.45], [3.39, 0.85, -5.35], [-2.04, -1.38, -2.46], [-1.55, -1.80, 1.25], [0.30, -0.02, 3.46], [-3.79, -2.64, -2.21], [-1.89, -1.81, 2.28], [-0.75, 3.39, 6.44], [2.71, -0.24, 1.79], [-2.02, 2.12, -5.44], [-1.77, -2.09, -4.47], [-1.50, -3.34, -3.23], [1.68, 2.55, -1.42], [2.23, -0.69, -6.36], [2.60, -1.62, -0.53], [-3.90, -1.46, -3.55], [0.33, -2.78, -1.34], [2.23, 2.36, 1.23], [1.97, 0.11, -2.50], [-3.31, -0.92, 0.16], [0.64, -0.32, 8.16], [0.44, -2.81, 1.35], [-0.26, -2.08, -3.53], [-0.52, 2.43, 4.18], [4.26, 2.51, -4.25], [4.36, 0.44, -5.65], [-2.12, 0.78, -2.01], [0.04, 0.27, -5.69], [-4.11, -0.91, -1.88], [2.04, 3.48, -3.64], [-0.58, 0.22, -2.75], [0.89, -1.28, 5.85], [-0.51, 3.50, -4.46], [-0.44, 2.50, -3.00]], "nbo_charge": [1.792, -0.010, -0.686, -0.647, -0.904, -0.635, -0.530, -0.196, -0.235, -0.615, -0.195, -0.411, -0.371, -0.237, -0.461, -0.258, -0.328, -0.191, -0.170, -0.379, 0.049, -0.614, -0.248, 0.703, -0.405, -0.456, -0.164, -0.246, -0.334, -0.134, -0.066, -0.225, -0.050, -0.380, 0.767, 0.208, 0.218, 0.213, 0.241, 0.399, 0.211, 0.217, 0.197, 0.211, 0.213, 0.235, 0.209, 0.213, 0.209, 0.207, 0.216, 0.224, 0.207, 0.238, 0.216, 0.210, 0.217, 0.227, 0.197, 0.211, 0.243, 0.239, 0.209, 0.217], "total_charge": -1, "e_homo_ev": -4.24, "fmax_ev_per_a": 1.9, "total_energy_ha": -2540.93445, "e_lumo_ev": 2.24}

=====

Entry 2:
{"formula": "C29H29CaN3Si", "method": "wB97M-V/def2-TZVPD", "elements": ["Ca", "Si", "N", "N", "N", "C", "C", "C", "C", "C", "C", "C", "C", "C", "C", "C", "C", "C", "C", "C", "C", "C", "C", "C", "C", "C", "C", "C", "C", "C", "C", "C", "C", "C", "H", "H", "H", "H", "H", "H", "H", "H", "H", "H", "H", "H", "H", "H", "H", "H", "H", "H", "H", "H", "H", "H", "H", "H", "H", "H", "H", "H", "H"], "coordinates": [[-0.74, -0.22, -1.11], [-2.54, 0.27, -3.54], [-2.33, -1.31, 0.08], [-1.01, 0.16, 1.80], [-1.88, -0.67, 2.32], [-3.06, 3.96, -2.85], [-2.62, -1.42, 1.41], [-3.61, -2.29, 1.88], [-4.05, -1.99, -4.20], [-6.45, -2.09, -4.51], [-0.07, 1.51, -6.57], [1.25, 1.97, 4.84], [0.78, -2.45, -0.33], [1.55, 2.24, 3.49], [-0.28, 0.81, 2.81], [-4.13, -0.60, -3.99], [-3.98, -2.95, -0.41], [0.17, 1.12, 5.17], [-6.53, -0.70, -4.36], [-5.21, -2.74, -4.41], [-4.30, -3.05, 0.95], [-2.94, -2.12, -0.80], [-5.37, 0.05, -4.11], [1.23, -1.76, 0.83], [1.31, -1.79, -1.48], [0.78, 1.68, 2.47], [2.06, -0.66, -1.01], [-0.67, 1.25, -5.34], [-1.80, 0.24, -7.69], [-2.42, 0.01, -6.47], [-0.58, 0.54, 4.15], [2.02, -0.66, 0.41], [-1.87, 0.51, -5.26], [-0.61, 0.97, -7.75], [2.62, 0.04, -1.63], [-0.10, 0.91, 6.20], [-3.97, 3.40, -2.57], [1.07, -2.07, 1.86], [-2.57, -2.08, -1.84], [-3.33, -0.59, -6.46], [-3.21, 5.03, -2.65], [-2.81, 3.79, -3.90], [0.23, -3.39, -0.33], [-2.22, -0.18, -8.61], [1.21, -2.11, -2.52], [-7.36, -2.67, -4.70], [-7.49, -0.18, -4.36], [-5.42, 1.13, -4.00], [-0.17, 1.60, -4.42], [-5.09, -3.71, 1.28], [0.99, 1.85, 1.41], [-4.51, -3.51, -1.18], [1.84, 2.42, 5.63], [2.38, 2.90, 3.24], [-1.40, -0.16, 4.34], [0.85, 2.11, -6.59], [-2.20, 3.67, -2.21], [2.55, 0.03, 1.06], [-0.08, 1.08, -8.69], [-3.75, -2.29, 2.95], [-2.92, 1.73, -2.96], [-3.08, -2.49, -4.17], [-5.14, -3.83, -4.43]], "nbo_charge": [1.675, 0.337, -0.580, -0.178, -0.207, -0.852, 0.303, -0.216, -0.181, -0.236, -0.216, -0.177, -0.398, -0.212, 0.138, -0.448, -0.235, -0.214, -0.210, -0.232, -0.146, 0.054, -0.214, -0.342, -0.467, -0.199, -0.413, -0.214, -0.230, -0.157, -0.210, -0.348, -0.452, -0.228, 0.221, 0.222, 0.219, 0.214, 0.232, 0.204, 0.204, 0.227, 0.217, 0.208, 0.231, 0.211, 0.211, 0.214, 0.193, 0.231, 0.228, 0.242, 0.221, 0.224, 0.245, 0.206, 0.201, 0.212, 0.209, 0.240, -0.187, 0.198, 0.206], "total_charge": 0, "e_homo_ev": -6.62, "fmax_ev_per_a": 3.4, "total_energy_ha": -2253.76676, "e_lumo_ev": -1.97}

=====

Entry 3:
{"formula": "C29H29IN7O4Zn", "method": "wB97M-V/def2-TZVPD", "elements": ["I", "Zn", "O", "O", "O", "O", "N", "N", "N", "N", "N", "N", "N", "C", "C", "C", "C", "C", "C", "C", "C", "C", "C", "C", "C", "C", "C", "C", "C", "C", "C", "C", "C", "C", "C", "C", "C", "C", "C", "C", "C", "C", "H", "H", "H", "H", "H", "H", "H", "H", "H", "H", "H", "H", "H", "H", "H", "H", "H", "H", "H", "H", "H", "H", "H", "H", "H", "H", "H", "H", "H"], "coordinates": [[-5.20, -2.31, 1.62], [-0.05, -1.35, 1.48], [-1.76, -1.03, 1.90], [-0.90, -1.39, 0.15], [0.25, 0.45, 1.11], [0.11, -0.47, -5.36], [2.26, -0.72, 1.16], [1.58, -1.51, 2.06], [-0.23, -1.19, 3.41], [-0.22, 0.56, -3.31], [1.32, -1.16, -3.62], [1.11, -1.72, 0.06], [-1.97, -2.94, 3.08], [-1.29, 1.43, -3.59], [3.05, 3.13, -2.01], [1.68, 3.15, -1.73], [-1.57, -1.64, 5.35], [1.63, -1.52, -2.30], [0.35, -0.36, -4.16], [-3.38, 3.28, -4.02], [2.86, -2.13, -2.07], [-3.13, 2.26, -4.94], [2.32, -2.28, 0.25], [-2.60, 3.35, -2.86], [1.14, 2.22, -0.84], [3.33, 1.26, -0.51], [-2.09, 1.35, -4.73], [-2.46, -1.75, 2.60], [0.79, -1.36, -1.21], [-4.51, 4.24, -4.23], [-3.88, -1.42, 3.01], [-1.42, -1.23, 4.03], [1.98, -1.42, 3.28], [-0.44, -2.03, 6.07], [0.81, -1.98, 5.46], [1.44, 0.22, 0.78], [1.95, 1.26, -0.20], [3.22, -2.52, -0.78], [3.87, 2.19, -1.40], [-1.56, 2.43, -2.65], [3.30, -0.94, 3.80], [0.84, -1.57, 4.14], [-2.25, -0.91, 3.42], [-3.73, 2.17, -5.84], [3.19, 0.07, 4.20], [-2.80, 4.11, -2.11], [4.18, -2.98, -0.58], [-0.98, 2.52, -1.74], [-5.40, 3.90, -3.70], [3.98, 0.53, -0.03], [4.05, -0.94, 3.01], [-4.75, 4.33, -5.30], [-1.93, 0.58, -5.48], [3.65, -1.61, 4.59], [0.32, 0.78, -2.49], [1.03, 3.88, -2.20], [-3.98, -0.33, 3.03], [3.47, 3.85, -2.71], [2.56, -2.56, 1.27], [-2.56, -1.66, 5.79], [-1.06, -3.21, 2.74], [-2.58, -3.67, 3.41], [0.07, 2.24, -0.63], [-4.24, 5.24, -3.87], [1.71, -2.28, 5.98], [-0.54, -2.36, 7.10], [-0.23, -0.99, -1.30], [1.86, -1.60, -4.36], [3.56, -2.31, -2.88], [-4.06, -1.78, 4.03], [4.94, 2.17, -1.61]], "mulliken_charge": [0.068, -0.174, -0.512, -0.869, -0.691, -0.783, -0.416, 0.466, 0.202, 0.278, 0.015, 0.104, -0.175, 0.375, -0.518, -0.131, -1.160, 0.384, 0.228, 0.967, -0.373, -0.823, -0.315, -1.160, -0.763, -0.624, -0.674, 0.384, -1.367, -1.429, -1.066, 0.646, 0.822, -0.404, -1.088, 0.807, 0.521, -1.375, -0.808, 0.456, -1.800, 0.383, 0.176, 0.334, 0.267, 0.322, 0.378, 0.138, 0.269, 0.310, 0.373, 0.363, 0.411, 0.462, -0.355, 0.401, 0.494, 0.395, 0.702, 0.256, 0.126, 0.291, 1.215, 0.352, 0.347, 0.401, 1.480, 0.263, 0.337, 0.498, 0.383], "total_charge": -1, "e_homo_ev": [-2.05, -3.00], "fmax_ev_per_a": 15.5, "total_energy_ha": -3883.07015, "e_lumo_ev": [2.03, 2.03]}

=====

Number 2 is which compound? C29H29CaN3Si